Formula: C4H8N3S2
Source: the OMol25 dataset
Level of theory: ωB97M-V/def2-TZVPD

Positions of all 17 atoms, in Å:
1 C -4.4086 -0.7816 -0.2115
2 C -2.2460 -0.1627 0.1499
3 C 3.5807 1.4380 0.0173
4 C 2.3893 0.5302 0.1731
5 N -3.1764 -1.2163 0.0670
6 N -4.6079 0.5009 -0.1452
7 N 2.4404 -0.7529 -0.0926
8 S -3.1815 1.2841 -0.0046
9 S -0.6358 -0.4246 0.2602
10 H -5.2357 -1.5336 -0.4330
11 H 3.4398 2.5639 0.1468
12 H 4.3912 1.3201 0.6856
13 H 4.0430 1.1004 -0.9549
14 H 1.4267 0.8918 0.3041
15 H -3.0257 -2.1990 0.2767
16 H 3.2831 -1.3075 -0.0023
17 H 1.5233 -1.2511 -0.2366

Forces on the atoms, in the same order (eV/Å):
C -2.79 0.11 0.36
C -1.28 -1.32 -0.24
C -0.20 0.56 -0.82
C 2.71 -1.28 -1.17
N 1.29 0.85 -0.10
N -0.81 -0.95 -1.08
N -1.35 1.01 0.83
S 0.88 -0.54 0.47
S 0.65 0.13 0.36
H 1.15 1.26 0.51
H -0.61 -1.67 -0.80
H 0.76 -0.94 1.22
H -0.55 0.94 0.64
H -1.81 0.88 0.12
H 0.66 0.37 -0.26
H 0.18 0.14 -0.56
H 1.13 0.44 0.50

gap between HOMO and LUMO: 0.2586 hartree
net charge: +1



Formula: C26H43Cl2InN2PS
Source: the OMol25 dataset
Level of theory: ωB97M-V/def2-TZVPD

Positions of all 76 atoms, in Å:
1 P 0.1162 -1.0202 -0.9358
2 C 1.7137 -0.3893 -1.7422
3 C 2.0097 -0.7490 -3.2047
4 C 3.4339 -0.3069 -3.5735
5 C 3.6599 1.1848 -3.3130
6 C 3.3139 1.5613 -1.8712
7 C 1.8924 1.1172 -1.4983
8 C -1.3248 -0.1177 -1.7728
9 C -1.2836 0.0579 -3.2906
10 C -2.6222 0.6358 -3.7780
11 C -2.9618 1.9556 -3.0790
12 C -2.9340 1.8117 -1.5563
13 C -1.6054 1.2200 -1.0637
14 C -0.0247 -2.7125 -1.7114
15 C 1.1709 -3.5851 -1.2787
16 C 1.0756 -5.0088 -1.8401
17 C -0.2501 -5.6790 -1.4700
18 C -1.4423 -4.8204 -1.8982
19 C -1.3563 -3.3926 -1.3376
20 H 2.4600 -0.9145 -1.1147
21 H 1.2865 -0.2484 -3.8636
22 H 1.9058 -1.8278 -3.3851
23 H 3.6361 -0.5459 -4.6240
24 H 4.1461 -0.8842 -2.9679
25 H 4.7000 1.4501 -3.5301
26 H 3.0289 1.7682 -3.9957
27 H 4.0185 1.0714 -1.1863
28 H 3.4112 2.6419 -1.7230
29 H 1.6936 1.3651 -0.4452
30 H 1.1699 1.6745 -2.1153
31 H -2.1711 -0.7915 -1.5482
32 H -3.4174 -0.0934 -3.5695
33 H -1.0794 -0.8969 -3.7973
34 H -0.4730 0.7492 -3.5657
35 H -2.5893 0.7783 -4.8637
36 H -3.9470 2.3086 -3.4021
37 H -2.2329 2.7185 -3.3813
38 H -3.1115 2.7810 -1.0785
39 H -3.7464 1.1417 -1.2442
40 H -1.6367 1.0767 0.0273
41 H -0.7894 1.9258 -1.2797
42 H -0.0007 -2.5588 -2.8066
43 H 2.1283 -3.1385 -1.5832
44 H 1.1844 -3.6328 -0.1792
45 H 1.1633 -4.9662 -2.9338
46 H 1.9197 -5.6005 -1.4690
47 H -0.2869 -5.8245 -0.3829
48 H -0.3126 -6.6697 -1.9315
49 H -2.3809 -5.2822 -1.5732
50 H -1.4689 -4.7665 -2.9944
51 H -2.2123 -2.8098 -1.7050
52 H -1.4443 -3.4208 -0.2403
53 In -0.0511 0.1552 2.9971
54 Cl -2.1302 -0.8234 2.3890
55 Cl 2.3277 -0.0626 2.5756
56 C -0.4918 1.5886 4.5349
57 H -0.8941 1.6777 5.5139
58 C -0.3962 2.8683 3.9262
59 C -1.1211 3.9186 4.5731
60 C -1.2743 5.1510 3.9568
61 C -0.7139 5.4103 2.7116
62 C 0.0032 4.4061 2.0654
63 C 0.2000 3.1567 2.6342
64 H -1.6077 3.6987 5.5243
65 H -1.8393 5.9199 4.4706
66 H 0.4390 4.5948 1.0974
67 H 0.7995 2.3782 2.1200
68 H -0.8217 6.3783 2.2571
69 N 0.6381 0.9255 7.8532
70 C 0.1031 -0.1277 7.2242
71 N -0.8196 -0.8386 7.9384
72 S 0.5344 -0.6827 5.6516
73 H 0.7157 0.9092 8.8864
74 H 1.2969 1.5285 7.3521
75 H -1.2591 -1.5907 7.4479
76 H -0.7702 -0.8812 8.9665

Forces on the atoms, in the same order (eV/Å):
P -0.04 0.42 -0.24
C -0.38 -0.40 0.34
C 0.05 0.15 -0.02
C -0.07 -0.04 0.01
C -0.06 -0.04 0.05
C -0.15 -0.09 0.05
C 0.12 -0.03 -0.03
C 0.46 -0.37 0.37
C -0.19 0.14 -0.04
C 0.10 -0.02 -0.03
C 0.07 -0.06 0.03
C 0.12 -0.06 0.08
C -0.10 -0.03 -0.09
C 0.01 0.22 -0.24
C -0.14 -0.04 0.02
C -0.06 0.11 0.03
C 0.02 0.14 0.03
C 0.07 0.16 0.04
C 0.13 -0.08 0.07
H -0.08 0.23 -0.15
H 0.21 -0.10 0.09
H 0.02 0.22 0.07
H 0.03 0.02 0.08
H -0.05 0.03 -0.07
H -0.07 0.00 -0.03
H 0.03 -0.02 0.01
H -0.04 0.08 -0.05
H 0.05 -0.10 0.00
H -0.02 -0.09 -0.22
H 0.13 -0.09 0.12
H 0.15 0.24 0.06
H 0.07 0.04 -0.04
H -0.04 0.19 0.10
H -0.18 -0.09 0.07
H -0.06 -0.01 0.05
H 0.08 0.00 -0.02
H -0.03 -0.03 0.01
H -0.01 -0.11 -0.03
H 0.05 0.08 0.00
H 0.01 0.03 -0.31
H -0.18 -0.10 0.09
H 0.01 -0.31 0.24
H -0.26 -0.03 0.06
H 0.00 0.04 -0.14
H 0.01 -0.03 0.05
H -0.07 0.01 -0.08
H 0.01 0.00 -0.06
H 0.00 0.03 0.05
H 0.07 0.01 -0.06
H -0.02 -0.03 0.04
H 0.23 -0.13 0.08
H 0.01 0.02 -0.16
In -0.27 1.10 1.60
Cl 0.10 -0.48 -0.52
Cl -0.37 -0.39 -0.41
C 0.89 2.26 -3.14
H -0.39 -1.03 0.70
C -0.74 -1.48 0.30
C 0.25 1.41 -0.61
C 0.03 -0.84 1.04
C 0.23 0.11 -0.60
C 0.09 -0.40 0.17
C -0.46 0.06 0.58
H 0.10 0.11 -0.19
H -0.10 0.11 -0.03
H 0.10 0.15 -0.27
H -0.19 0.59 0.25
H -0.04 0.26 -0.17
N 0.96 0.80 0.98
C 0.17 -1.80 -1.82
N 0.03 0.46 1.09
S 0.39 -0.49 2.90
H -0.26 0.20 -1.25
H -0.46 -0.66 0.16
H 0.12 -0.32 0.00
H -0.20 0.13 -1.05

gap between HOMO and LUMO (spin up / spin down): 0.1479 / 0.1479 hartree
net charge: -1



Formula: C42H45N7O18PS3
Source: the OMol25 dataset
Level of theory: ωB97M-V/def2-TZVPD

Positions of all 116 atoms, in Å:
1 C -7.2746 -0.6205 -2.1873
2 C -6.5686 -1.9546 -2.0573
3 C -5.9164 -2.3877 -3.3625
4 C -4.8692 -1.3500 -3.8182
5 C -3.5529 -1.9737 -4.2685
6 C -2.8381 -1.1216 -5.3313
7 S -1.1208 -0.7558 -4.9961
8 O -0.5448 -0.4568 -6.2797
9 O -0.5108 -1.9266 -4.4285
10 N -0.8864 0.5789 -4.0914
11 S -2.0119 0.9221 -3.0554
12 O -3.2029 1.5096 -3.5910
13 O -2.2252 -0.0644 -2.0405
14 P -1.1168 2.5868 -1.9757
15 O 0.4530 2.5120 -2.1044
16 O -1.5952 3.9220 -2.6685
17 S -1.6303 2.5190 -0.1188
18 H -7.9165 -0.6062 -3.0597
19 H -7.8351 -0.3795 -1.2970
20 H -6.5536 0.1704 -2.3242
21 H -5.7605 -1.8095 -1.3493
22 H -7.2550 -2.6996 -1.6822
23 H -6.7014 -2.4534 -4.1087
24 H -5.4302 -3.3455 -3.2371
25 H -5.2998 -0.7366 -4.5942
26 H -4.6588 -0.7032 -2.9836
27 H -2.9051 -2.1511 -3.4260
28 H -3.7793 -2.9403 -4.6929
29 H -3.3652 -0.2210 -5.5844
30 H -2.7884 -1.7038 -6.2364
31 H 0.7619 2.6705 -1.1910
32 H -2.5330 4.0354 -2.4331
33 C 1.0643 -2.8785 -0.1917
34 C 0.5050 -1.7144 -0.6999
35 C 0.7925 -0.4971 -0.1081
36 C 1.6422 -0.4649 0.9849
37 C 2.2003 -1.6150 1.5106
38 C 1.9058 -2.8289 0.9140
39 N 1.9681 0.8394 1.5841
40 O 1.4472 1.8116 1.0723
41 O 2.7406 0.8739 2.5238
42 H 0.8453 -3.8284 -0.6600
43 H -0.1522 -1.7489 -1.5589
44 H 0.3559 0.4087 -0.5005
45 H 2.8581 -1.5705 2.3652
46 H 2.3374 -3.7386 1.3078
47 C 4.2910 -1.2656 -5.9245
48 C 3.0761 -1.7549 -5.4700
49 C 3.0068 -2.4624 -4.2826
50 C 4.1666 -2.6605 -3.5591
51 C 5.3915 -2.1820 -3.9943
52 C 5.4499 -1.4836 -5.1877
53 N 4.1006 -3.3849 -2.2827
54 O 3.0296 -3.8257 -1.9251
55 O 5.1365 -3.4862 -1.6408
56 H 4.3346 -0.7072 -6.8498
57 H 2.1680 -1.5836 -6.0345
58 H 2.0543 -2.8370 -3.9348
59 H 6.2874 -2.3487 -3.4161
60 H 6.3984 -1.1022 -5.5401
61 C -2.4811 1.5839 4.3716
62 C -3.0642 1.8797 3.1483
63 C -4.3420 1.4315 2.8614
64 C -5.0193 0.6945 3.8139
65 C -4.4532 0.3851 5.0368
66 C -3.1740 0.8343 5.3132
67 N -6.3846 0.2341 3.5253
68 O -6.8584 0.5009 2.4383
69 O -6.9721 -0.3847 4.3956
70 H -1.4830 1.9387 4.5913
71 H -2.5238 2.4611 2.4134
72 H -4.7956 1.6580 1.9081
73 H -4.9971 -0.1961 5.7654
74 H -2.7172 0.6014 6.2649
75 C 4.8497 0.3679 -1.1650
76 C 5.6250 -0.6273 -0.5824
77 C 6.8390 -0.3071 -0.0007
78 C 7.2563 1.0117 -0.0095
79 C 6.5001 2.0139 -0.5895
80 C 5.2887 1.6849 -1.1713
81 N 8.5329 1.3598 0.6226
82 O 9.1932 0.4624 1.1086
83 O 8.8670 2.5328 0.6296
84 H 3.8981 0.1157 -1.6158
85 H 5.2790 -1.6496 -0.5821
86 H 7.4449 -1.0767 0.4522
87 H 6.8444 3.0364 -0.5895
88 H 4.6839 2.4557 -1.6276
89 C 10.7120 4.1207 2.3292
90 C 11.1044 2.8729 2.7938
91 C 12.0146 2.7740 3.8339
92 C 12.5190 3.9300 4.3988
93 C 12.1465 5.1809 3.9473
94 C 11.2390 5.2707 2.9063
95 N 13.4693 3.8277 5.5160
96 O 13.7970 2.7151 5.8814
97 O 13.8737 4.8626 6.0129
98 H 10.0030 4.2032 1.5250
99 H 10.7002 1.9774 2.3477
100 H 12.3214 1.8052 4.1968
101 H 12.5532 6.0736 4.3971
102 H 10.9371 6.2437 2.5438
103 C -11.4203 -0.2488 5.1255
104 C -10.4919 -0.2428 4.0952
105 C -10.5522 -1.2040 3.1003
106 C -11.5513 -2.1568 3.1550
107 C -12.4816 -2.1820 4.1768
108 C -12.4118 -1.2196 5.1681
109 N -11.6374 -3.1700 2.0908
110 O -10.7990 -3.1410 1.2138
111 O -12.5482 -3.9765 2.1533
112 H -11.3716 0.5064 5.8986
113 H -9.7179 0.5100 4.0642
114 H -9.8292 -1.2022 2.2986
115 H -13.2512 -2.9378 4.2028
116 H -13.1330 -1.2248 5.9735

Forces on the atoms, in the same order (eV/Å):
C 0.13 -0.02 -0.12
C 0.33 0.31 -0.16
C 0.08 0.74 0.20
C -0.15 -0.63 0.41
C -0.44 0.54 -0.42
C -0.06 -0.62 0.71
S 1.40 0.42 -1.22
O -0.01 0.60 -0.87
O -0.22 -0.73 1.29
N -1.06 -0.60 -0.11
S 1.34 0.57 0.24
O -1.03 0.56 -0.59
O -0.10 -0.94 0.65
P -0.61 -0.74 1.26
O 0.50 0.32 -0.22
O -0.15 0.39 -0.66
S -0.32 0.01 0.17
H -0.41 0.00 -0.14
H -0.34 0.05 0.24
H 0.27 0.34 -0.08
H 0.11 -0.25 0.50
H -0.16 -0.37 0.15
H -0.09 -0.38 -0.34
H -0.03 -0.43 -0.02
H -0.03 0.30 -0.35
H 0.13 0.47 0.24
H 0.20 -0.05 0.36
H 0.11 -0.39 -0.28
H -0.08 0.61 0.14
H 0.43 -0.10 -0.44
H 0.26 -0.09 -0.17
H 0.22 0.12 -0.22
C -0.11 0.04 0.12
C -0.02 -0.19 -0.05
C -0.03 0.15 -0.12
C -0.06 -0.04 -0.10
C 0.18 -0.18 0.16
C -0.09 0.02 -0.05
N 0.01 -0.30 -0.30
O 0.23 0.35 0.18
O -0.17 0.05 -0.04
H 0.00 0.03 0.02
H -0.03 0.06 -0.04
H -0.02 -0.03 0.11
H 0.01 0.12 0.03
H 0.03 -0.01 0.00
C 0.06 -0.03 0.10
C -0.14 0.08 -0.22
C -0.29 -0.08 0.10
C 0.03 0.08 -0.13
C 0.25 0.03 0.02
C -0.11 0.02 -0.04
N 0.11 0.01 -0.02
O 0.21 -0.12 -0.15
O -0.15 -0.23 -0.06
H -0.01 0.00 -0.02
H -0.05 0.03 0.06
H -0.01 0.03 0.07
H -0.05 -0.05 0.10
H 0.03 0.00 0.02
C -0.01 -0.01 0.02
C 0.12 0.07 0.05
C -0.03 0.11 -0.24
C 0.12 0.04 0.01
C 0.00 -0.11 0.25
C 0.05 0.06 -0.07
N -0.09 -0.04 -0.05
O -0.01 -0.01 0.10
O 0.01 0.05 -0.04
H 0.02 -0.01 -0.01
H -0.04 -0.06 0.02
H -0.07 -0.06 0.00
H -0.11 -0.02 -0.06
H -0.01 -0.02 0.02
C -0.02 -0.01 0.00
C -0.15 0.17 0.01
C 0.04 -0.20 0.05
C -0.13 -0.02 -0.06
C -0.03 0.23 -0.05
C -0.05 -0.10 -0.01
N -0.03 0.04 -0.05
O 0.03 0.04 0.01
O -0.13 -0.24 -0.12
H -0.03 -0.01 -0.02
H 0.08 0.04 0.08
H 0.08 0.06 0.05
H 0.10 -0.01 0.07
H -0.01 0.02 0.00
C 0.23 0.22 0.22
C 0.01 0.09 0.00
C -0.04 -0.22 -0.03
C -0.08 -0.02 -0.07
C -0.01 0.29 -0.01
C -0.05 -0.12 -0.05
N 0.09 -0.01 0.07
O -0.01 0.09 -0.02
O -0.02 -0.09 -0.03
H -0.05 -0.04 -0.07
H -0.02 -0.03 -0.04
H 0.07 0.03 0.09
H 0.07 -0.05 0.09
H 0.00 0.03 0.01
C 0.00 0.01 0.00
C -0.06 0.05 0.09
C 0.19 0.08 -0.14
C 0.01 0.12 0.09
C -0.21 -0.09 0.13
C 0.07 0.08 0.01
N -0.01 -0.11 -0.07
O -0.07 -0.01 0.06
O 0.09 0.07 -0.01
H 0.01 0.01 0.02
H 0.07 -0.04 -0.03
H -0.02 -0.08 -0.04
H 0.03 -0.06 -0.11
H -0.02 -0.02 0.01

gap between HOMO and LUMO: 0.2720 hartree
net charge: -1